[1]
66
Properties=species:S:1:pos:R:3:forces:R:3 method="wB97M-V/def2-TZVPD" lumo_ev=0.480 energy_ha=-2580.36664 max_force_ha_per_bohr=0.0254 gap_ev=8.3
H -2.147 -0.647 -1.583 -0.149 -0.102 -0.031
H 0.256 -0.850 -0.633 0.128 -0.103 -0.074
O -4.045 0.704 -2.908 -0.126 -0.100 -0.051
C -5.360 0.150 -2.978 0.194 0.098 -0.096
H 0.442 3.381 -1.334 -0.147 0.006 -0.010
C -1.714 -0.012 -0.820 0.418 0.327 0.219
O 3.064 -4.795 -0.442 0.042 0.012 -0.059
H -3.893 1.202 -3.715 0.017 0.051 -0.002
C -0.242 4.838 3.702 -0.013 0.000 -0.003
O -0.861 4.858 0.367 -0.077 0.102 -0.096
O 0.602 1.059 4.124 -0.405 0.294 -0.008
H 2.541 4.414 -0.946 0.070 0.092 -0.040
H -2.215 5.862 1.601 -0.051 0.002 0.023
H 2.732 -6.812 -0.029 0.020 -0.035 0.013
O 2.675 -0.786 1.068 0.265 0.614 -0.105
H 2.393 -1.033 -1.974 -0.207 -0.221 0.152
H -2.151 0.980 -0.882 -0.205 0.032 -0.214
O -0.959 3.820 3.011 0.155 -0.035 0.191
H -6.491 2.029 0.203 0.025 -0.008 0.004
H -2.936 4.682 0.484 -0.048 0.014 0.014
C 3.506 -6.050 0.077 -0.015 0.101 -0.013
N 4.783 -2.336 0.387 -0.117 0.123 -0.581
F 2.949 1.690 2.038 0.313 0.358 0.113
H 1.642 2.261 -1.949 0.134 -0.174 -0.015
H 3.575 -8.731 -2.997 -0.009 0.012 -0.031
H 1.969 3.908 0.623 0.008 -0.029 0.146
Si 1.893 0.597 1.530 -0.545 -1.175 -0.166
H -6.115 0.932 -3.049 -0.067 -0.022 0.037
C -7.433 2.470 -0.113 -0.028 -0.009 -0.120
C 2.316 3.538 -0.340 0.007 0.166 -0.222
Si 4.036 -0.811 0.146 0.173 -0.462 0.231
H 5.704 -2.347 -0.038 0.138 -0.047 0.150
C -2.142 5.424 0.602 0.249 -0.125 -0.068
H -5.457 -0.540 -3.821 -0.018 -0.026 0.028
H -0.728 2.976 3.414 -0.124 -0.110 -0.077
C 1.249 2.712 -1.040 -0.012 0.012 -0.229
H 0.086 0.221 -2.008 0.150 0.162 -0.087
H 5.120 -10.164 -1.974 0.011 -0.010 0.019
B 0.668 0.182 3.075 0.253 -0.027 0.025
H 4.990 0.239 0.538 0.011 0.075 -0.087
H 1.190 1.801 3.966 0.321 0.121 0.209
H -8.237 2.061 0.504 0.011 -0.005 0.020
H -1.104 -0.640 3.021 -0.372 -0.075 0.404
H 4.410 -6.392 -0.430 0.003 -0.047 0.015
P 0.480 1.458 0.061 -0.306 0.740 0.400
C 4.202 -9.809 -1.499 -0.039 0.086 -0.072
H 3.720 -5.899 1.132 -0.006 0.042 0.016
H 4.251 -3.067 -0.087 -0.009 -0.290 0.371
H -2.284 6.212 -0.134 -0.031 0.027 -0.022
O 3.759 -8.580 -2.066 0.021 -0.073 0.008
S 3.538 -0.359 -1.896 0.229 0.416 -0.198
O -0.182 -0.891 3.065 0.115 -0.083 -0.509
H -0.511 4.874 4.760 -0.009 -0.019 -0.006
H 0.841 4.706 3.611 -0.016 0.013 -0.017
O -7.605 2.139 -1.487 -0.034 0.042 0.096
H -8.432 2.524 -1.787 -0.023 0.008 -0.018
H 3.438 -10.586 -1.572 0.004 -0.012 0.021
H -5.520 -0.401 -2.054 -0.010 -0.013 0.025
H 3.239 2.981 -0.206 0.063 -0.093 0.123
H 4.405 -9.618 -0.448 0.005 0.002 0.025
C -0.191 0.087 -0.965 -0.158 -0.442 0.139
H -7.379 3.551 0.038 0.016 0.002 0.019
H -0.510 5.787 3.244 0.021 0.014 -0.037
H 2.866 -4.916 -1.375 -0.030 -0.018 -0.022
H -0.735 4.149 1.012 -0.072 0.001 0.087
H -1.952 -0.386 0.174 -0.114 -0.177 0.040

=====

[2]
71
Properties=species:S:1:pos:R:3:forces:R:3 method="wB97M-V/def2-TZVPD" lumo_ev=2.000 energy_ha=-2614.34889 max_force_ha_per_bohr=0.0554 total_charge=-1 relative_energy_kj_mol=93.7 gap_ev=8.0
H -0.038 1.124 4.076 -0.037 -0.059 0.092
O 3.169 -1.179 -0.574 0.566 -1.456 -1.080
H 7.914 -2.294 -4.125 0.091 -0.047 0.052
H -2.242 3.862 3.015 0.387 -0.044 0.044
H -5.250 -1.085 2.803 -0.066 -0.115 0.067
F -0.588 1.251 -1.025 0.395 0.341 -0.710
H -4.265 3.114 -1.390 -0.017 0.090 0.124
H -2.915 2.809 -0.275 0.045 -0.054 -0.019
H 2.056 1.889 -5.360 0.158 0.093 -0.081
H -3.943 0.940 -2.134 0.129 -0.002 0.039
C 1.372 -1.242 -8.203 0.166 0.230 -0.173
H -7.436 -2.831 1.996 0.081 0.080 0.064
H 6.412 -3.240 -4.094 -0.034 0.118 -0.025
O 0.535 -0.161 0.498 -0.199 1.207 1.517
H 2.381 -1.636 -8.058 -0.052 -0.131 0.038
O -3.207 1.347 -1.664 -0.220 0.050 -0.045
H -1.635 0.401 3.734 0.054 -0.046 0.202
H 0.735 -1.591 -7.395 -0.008 0.048 0.018
H 8.120 0.022 -1.504 0.342 0.099 -0.168
S 0.493 0.139 -0.897 1.589 -2.219 0.813
C -3.742 2.348 -0.809 -0.079 -0.219 -0.196
O -1.094 1.979 2.509 -0.266 0.044 0.053
H -1.523 2.001 4.508 -0.003 0.043 -0.042
O 4.371 0.761 -1.621 -0.698 -0.404 -0.033
C -3.473 4.986 4.011 0.196 -0.258 -0.194
H -9.241 -2.491 3.410 -0.105 0.089 0.039
H 0.972 -1.603 -9.155 -0.016 -0.132 0.050
H -8.584 -0.861 3.673 0.071 0.003 -0.009
H 1.199 -0.237 -5.119 0.030 0.045 0.118
C -8.668 -1.676 2.958 0.118 -0.218 -0.188
O 6.340 0.038 -1.302 -0.302 0.263 -0.026
S 3.090 0.232 -0.657 -1.390 0.633 0.783
H -3.395 5.791 4.739 0.035 0.004 -0.004
H -4.433 1.906 -0.084 -0.010 0.132 0.080
C -1.068 1.335 3.778 0.083 -0.106 -0.295
H 3.394 1.356 -4.317 -0.063 -0.070 0.092
C 9.776 -0.975 -1.350 -0.414 0.134 0.016
H 9.878 -0.816 -0.271 0.130 -0.140 0.013
H -4.160 0.935 3.067 -0.006 0.013 0.129
O -7.354 -2.111 2.630 -0.229 -0.126 -0.050
N 1.837 0.780 -1.473 0.133 0.466 0.292
H -4.030 4.155 4.455 -0.130 0.092 0.028
O -4.752 0.674 3.782 -0.075 0.046 0.087
H 3.183 0.619 -5.924 0.089 0.191 -0.047
H -4.381 -2.436 8.077 -0.076 -0.136 0.021
H -3.914 -0.747 6.564 0.135 -0.023 -0.150
H 9.311 -1.948 -1.535 0.177 -0.101 0.069
H -3.871 -3.565 6.804 0.038 0.021 -0.031
O 1.843 0.039 -4.458 0.036 -0.095 -0.138
H -0.686 1.375 1.873 0.132 0.051 -0.125
O -3.506 -1.603 6.390 0.024 -0.074 0.263
C 7.256 -2.887 -3.496 -0.124 -0.200 0.237
H -3.857 -1.191 3.912 -0.078 -0.150 0.075
H 1.950 0.481 -8.893 -0.055 0.044 0.137
C -4.844 -0.753 3.756 0.420 0.306 -0.435
O 3.280 0.846 0.605 0.570 1.364 0.769
H 7.400 -4.504 -2.422 0.088 0.065 -0.045
O 8.991 0.060 -1.924 0.214 -0.036 0.025
H -4.010 5.353 3.130 -0.129 0.053 0.092
O 1.383 0.182 -8.175 -0.056 -0.084 -0.043
H -5.329 -2.577 6.569 -0.036 -0.133 0.064
C 2.662 1.031 -5.053 -0.236 -0.176 -0.049
O 7.998 -3.993 -2.978 0.045 -0.033 -0.060
H 6.887 -2.266 -2.678 -0.079 0.133 -0.135
O 0.118 -1.026 -1.609 -1.156 0.127 -1.855
N 5.538 0.720 -0.794 0.089 -0.190 -0.154
O -2.160 4.577 3.660 -0.245 0.060 0.008
H -9.188 -1.316 2.066 -0.107 0.061 0.081
H 10.763 -0.957 -1.808 -0.016 0.035 -0.030
H -5.508 -1.070 4.556 -0.049 0.063 -0.014
C -4.321 -2.594 6.996 0.005 0.339 -0.041

=====

[3]
80
Properties=species:S:1:pos:R:3:forces:R:3 method="wB97M-V/def2-TZVPD" lumo_ev=-0.115 smiles="NC(N)=O.NC(N)=O.NC(N)=O.NC(N)=O.NC(N)=O.NC(N)=O.NC(N)=O.NC(N)=O.NC(N)=O.NC(N)=O" energy_ha=-2252.82826 max_force_ha_per_bohr=0.1619 relative_energy_kj_mol=500.7 gap_ev=8.8
H -5.706 -1.196 2.441 0.015 0.454 0.043
H 6.030 -1.862 -4.608 -0.214 0.080 -0.378
H 6.321 -1.369 -1.244 0.053 0.568 0.209
H -3.240 4.696 -2.649 0.465 0.106 0.287
O 1.189 0.803 -3.604 1.676 -5.306 0.590
C -0.934 0.003 -0.349 -2.138 1.762 -2.063
H -0.267 -0.198 1.606 0.144 0.217 -0.342
C 0.165 -3.686 3.333 0.293 -2.126 -2.717
H 5.172 -0.885 3.818 -0.044 0.299 -0.244
H -2.127 3.275 0.067 -0.148 -0.868 1.225
N 4.641 -0.297 3.193 1.748 0.461 0.629
H -1.501 -2.560 3.088 0.179 0.081 -0.644
O -4.812 3.657 -1.052 -8.065 -0.207 -2.055
H 3.527 -1.697 4.681 -0.683 -0.137 -0.140
N -2.858 4.459 -1.744 0.785 0.538 -0.569
N 6.445 -0.632 -0.564 4.268 -0.465 -0.861
N -0.674 -2.927 2.638 -1.088 1.954 -1.770
N 0.184 -1.947 -5.508 2.719 -1.349 -0.499
N -5.973 -0.236 2.277 -1.929 -2.489 0.868
H 0.656 -1.972 -6.401 -0.161 0.044 0.381
C 5.482 -0.077 0.130 -2.514 -3.223 -3.032
H 0.276 -0.385 -1.874 0.277 0.066 0.141
H -4.451 1.125 7.425 0.506 -0.098 -0.022
H 2.948 -1.469 -5.536 -1.127 0.234 0.396
H -0.894 -1.867 -3.518 -0.990 0.184 0.464
C -3.681 3.791 -0.901 2.908 1.070 -1.143
N -3.135 3.275 0.136 3.693 -0.839 3.344
H -3.179 -0.054 7.032 -0.584 0.110 0.493
H -6.944 0.033 2.355 0.223 -0.583 0.009
H -0.277 3.496 -3.065 -0.004 -0.500 0.114
N -0.176 -3.756 4.571 -1.160 0.340 5.225
C -3.658 1.202 5.612 0.363 3.068 -2.225
N -1.546 -1.560 -4.226 -0.658 -0.189 1.007
N 5.069 -1.781 -4.906 3.506 -1.915 -1.760
H 0.243 -4.414 5.213 -0.090 0.215 -0.328
H -0.603 -2.934 1.631 -0.162 0.098 0.307
O -1.872 0.368 -1.081 -0.007 -0.153 0.213
N 2.945 -1.449 3.894 -2.210 -2.434 1.914
C -0.953 -1.299 -5.395 -2.395 2.535 -2.445
N 1.383 2.709 -4.759 0.721 1.426 -0.988
C -5.100 0.711 2.041 2.498 0.691 -0.591
O 0.999 -4.404 2.835 1.606 -0.163 -0.708
H 2.289 -0.703 -4.041 -0.111 0.511 -0.615
O 4.531 -0.441 -3.155 1.057 -0.722 0.179
H -1.019 -3.263 4.827 0.397 -0.388 0.592
H 4.763 -2.202 -5.771 0.372 -0.042 0.396
N 0.005 2.528 -3.001 -0.345 0.375 0.920
H -5.144 2.636 1.345 -0.806 -0.220 0.282
H -1.901 4.593 -1.450 -0.257 0.262 -0.711
H 1.975 2.372 -5.505 -0.241 0.204 0.326
H 1.951 -1.614 3.832 0.284 -0.438 0.580
H 0.444 -2.575 -4.761 0.278 -0.060 -0.630
H 0.956 3.624 -4.744 0.614 -0.145 -0.825
H 0.873 -0.784 -0.265 0.397 0.214 -0.435
N 4.325 -0.567 -0.288 -3.043 -1.006 -0.202
C 3.348 -0.559 3.041 0.213 2.520 -2.374
N -2.880 0.499 4.753 -0.022 0.881 -0.747
C 0.947 1.934 -3.774 -2.345 3.202 -0.172
H -2.509 -0.429 4.899 -0.504 0.352 -0.205
H -2.465 -1.184 -4.041 0.525 0.155 0.363
H 7.358 -0.271 -0.328 0.056 -0.442 -0.452
N 3.018 -1.144 -4.583 -2.167 -0.800 -1.436
H 5.138 0.409 2.668 -0.277 -0.183 -0.416
O -3.879 0.584 2.055 0.915 -0.607 0.112
O 2.590 -0.020 2.206 0.373 -0.571 0.438
N 0.225 -0.298 -0.869 2.715 -1.669 -0.888
N -0.985 0.083 0.953 -1.007 0.047 3.174
H 3.489 -0.404 0.254 0.141 0.191 0.078
H 4.300 -1.249 -1.032 -0.183 0.527 0.106
H -1.835 0.496 1.308 -0.094 -0.287 0.220
C 4.255 -1.098 -4.160 -0.979 2.498 2.927
H -3.702 2.738 0.777 1.284 -0.161 -0.429
H -6.666 1.818 1.719 0.314 1.007 -0.466
N -3.797 0.705 6.780 -0.443 -2.526 4.487
O -4.124 2.320 5.347 -0.113 -0.934 -0.747
H -0.376 1.888 -2.319 -0.471 0.462 0.154
O 5.583 0.691 0.998 1.599 4.495 3.861
N -5.657 1.854 1.727 -1.816 1.901 -0.233
H -3.123 0.901 3.859 0.825 -0.892 -0.901
O -1.416 -0.559 -6.293 0.588 -1.268 1.352